Entry 1:
27
Properties=species:S:1:pos:R:3:mulliken_charge:R:1 method="wB97M-V/def2-TZVPD" homo_lumo_gap_ev=8.625 lumo_energy_ev=0.32 fmax_ev_per_a=2.57 homo_ev=-8.31 total_energy_ha=-3341.301122
Br -1.1583 -1.5247 1.2345 -0.1722
S 1.8010 -0.0246 0.0075 -0.1758
N 0.4214 -2.7282 -0.8354 -0.3564
C -0.3453 -2.4244 -1.9969 -0.2223
C 0.9775 1.3057 0.0560 0.4475
C 1.0292 1.2057 2.5836 -1.2425
C 0.3898 1.9070 -1.1893 -1.4821
C 0.2574 -2.5388 0.3669 -0.1105
C -0.5691 2.8795 1.5062 -1.3557
C -1.4378 -3.4905 -2.3775 -0.9117
C 0.7171 2.0237 1.3517 0.6788
H -0.9282 -1.4501 -1.9020 0.1678
H -2.1070 -2.9345 -3.1092 0.2957
H 0.9839 1.9240 3.4383 0.3986
H 2.0847 0.8550 2.5975 0.3833
H 1.5632 2.6650 1.3365 0.1512
H -2.0220 -3.7012 -1.4673 0.2759
H -0.6585 1.6705 -1.3271 0.3273
H -0.9723 -4.4574 -2.7515 0.2890
H -0.7316 3.6239 0.7527 0.3546
H 0.2364 0.3626 2.6277 0.1455
H -0.6409 3.4605 2.4897 0.3445
H 0.3571 3.0117 -1.1638 0.3832
H 0.9043 -2.8655 1.1845 0.4380
H -1.4034 2.1995 1.5381 0.3211
H 0.8457 1.5079 -2.1498 0.3546
H 0.4054 -2.4622 -2.8017 0.2727



Entry 2:
79
Properties=species:S:1:pos:R:3:mulliken_charge:R:1 method="wB97M-V/def2-TZVPD" homo_lumo_gap_ev=7.372 lumo_energy_ev=-3.18 fmax_ev_per_a=2.25 charge=+1 homo_ev=-10.55 total_energy_ha=-1488.433274
O 3.9895 4.0134 0.8165 -0.4355
N 1.4135 3.4792 -1.4450 0.1631
C -2.0707 7.3523 -4.9412 -0.3971
C -1.8193 -7.9759 1.2522 -0.2753
C 1.8207 4.1583 -0.1915 -0.6405
C -0.4147 -8.0655 -2.2664 0.0885
C 0.6661 -0.1497 3.1088 -0.0857
C 1.0471 -9.2114 -4.3293 -0.4280
C 0.1861 2.5984 -1.3699 -0.4508
C -0.0420 6.2500 -4.2807 -0.4479
C 0.7612 -8.7483 -1.9886 -0.1478
C -0.7226 6.5864 4.6611 -0.4328
C -3.6197 -6.5752 2.0122 -0.3791
C 1.3000 5.2745 3.2953 -0.1784
C -0.6227 5.0201 -4.5639 -0.2227
C 1.0439 6.6134 3.0320 -0.5091
C -2.6511 6.1217 -5.2198 -0.3769
C -0.7666 7.4176 -4.4730 -0.4580
C 4.1828 3.1640 -0.5014 -1.1675
C -2.8374 -5.4502 1.7932 -0.4583
C -0.5526 -0.4798 3.6851 -0.5284
C -1.0351 -6.8509 1.0377 -0.3751
C 0.0820 1.7561 -0.1206 -1.2859
C 1.1915 -2.4818 2.8662 -0.4666
C 1.5381 -1.1489 2.6978 -0.4454
C 0.5503 4.5912 4.2436 -0.5533
C -0.8959 -1.8132 3.8572 -0.5151
C 0.0325 7.2701 3.7181 -0.4096
C -0.8629 -7.9610 -3.5760 -0.6340
C 1.4939 -9.3191 -3.0201 -0.4788
C -0.1331 -8.5355 -4.6071 -0.3151
C -1.5436 -5.5889 1.3099 -0.3811
C -0.0234 -2.8130 3.4495 -0.4934
C -0.4633 5.2486 4.9255 -0.4051
C 2.9221 3.3552 0.4658 0.4591
C -1.9264 4.9539 -5.0349 -0.5463
C -3.1099 -7.8378 1.7428 -0.4327
H 4.1608 2.0652 -0.2200 0.3021
H -0.2911 -3.8526 3.5864 0.5586
H 1.1082 -8.8368 -0.9661 0.3301
H 2.2611 5.1338 -0.3647 0.3364
H -1.2334 0.3003 4.0014 0.4059
H 1.8682 -3.2625 2.5444 0.3944
H -1.5137 7.0980 5.1927 0.3771
H -0.3147 8.3773 -4.2603 0.3751
H -2.6362 8.2620 -5.0913 0.3733
H 2.4894 -0.8910 2.2477 0.3692
H -3.6688 6.0739 -5.5830 0.3732
H -3.2361 -4.4647 1.9997 0.3757
H -1.4244 -8.9607 1.0368 0.3806
H 0.9381 0.8929 2.9814 0.4083
H 0.9925 1.2105 0.1150 0.2732
H 1.6329 7.1462 2.2954 0.4045
H -0.1548 2.3732 0.7470 0.3570
H 5.2714 3.1887 -0.3830 0.4222
H -1.7821 -7.4321 -3.7926 0.3601
H -1.8436 -2.0738 4.3097 0.3909
H 2.4126 -9.8487 -2.8033 0.3594
H 2.1889 2.9448 -1.8476 0.4853
H 1.1929 4.2110 -2.1247 0.1260
H -0.0533 4.1060 -4.4223 0.5868
H 0.9780 6.3025 -3.9150 0.4013
H -4.6272 -6.4683 2.3927 0.3717
H -0.9831 -7.6173 -1.4640 0.1207
H -0.0266 -6.9573 0.6581 0.3815
H -1.0501 4.7192 5.6643 0.3915
H -0.9308 -4.7112 1.1441 0.4493
H 0.7565 3.5486 4.4529 0.4118
H 1.6184 -9.6559 -5.1339 0.3601
H -0.6992 3.2090 -1.5212 0.3764
H -0.1664 8.3147 3.5193 0.3796
H -0.4839 -8.4569 -5.6280 0.3636
H -2.3760 3.9953 -5.2586 0.3658
H 2.0937 4.7597 2.7639 0.5361
H -3.7197 -8.7150 1.9146 0.3715
H 1.0154 4.2364 0.5358 0.2143
H -0.7604 1.0788 -0.2188 0.4777
H 0.2386 1.9351 -2.2313 0.4739
H 2.6497 2.5037 1.0856 0.4746



Entry 3:
15
Properties=species:S:1:pos:R:3:mulliken_charge:R:1 method="wB97M-V/def2-TZVPD" homo_lumo_gap_ev=9.417 lumo_energy_ev=0.60 fmax_ev_per_a=1.20 homo_ev=-8.81 total_energy_ha=-304.729117
N 0.2685 0.4221 2.7968 -0.4096
N 1.5666 -1.0352 0.0385 -0.2261
C 0.2086 -0.0429 1.7390 -0.0582
C -1.3297 1.3945 -0.1355 -1.4176
C -0.4737 0.2500 -0.6735 -0.4933
C 2.0033 -1.5655 -1.0778 -0.3163
C 0.1748 -0.6592 0.4035 0.5562
H 0.3374 0.6609 -1.2820 0.3376
H -1.7749 1.9431 -0.9715 0.3889
H -2.1410 1.0412 0.5093 0.3664
H 1.1064 -1.6979 -1.7224 0.1725
H -1.0710 -0.3848 -1.3350 0.3567
H -0.3997 -1.5872 0.5051 0.1510
H -0.7260 2.1000 0.4439 0.3836
H 2.2503 -0.8391 0.7615 0.2082



Entry 4:
10
Properties=species:S:1:pos:R:3:lowdin_spin:R:1 method="wB97M-V/def2-TZVPD" homo_lumo_gap_ev="7.973 / 8.010" lumo_energy_ev="-0.77 / -1.36" fmax_ev_per_a=2.97 spin_multiplicity=2 homo_ev="-8.74 / -9.37" total_energy_ha=-2006.752256
Cu 1.5585 1.0821 -1.6109 0.0549
F 0.5164 2.8299 -2.1962 0.0182
O 0.8110 -0.8025 -0.2045 0.1792
O -1.2279 0.1876 -0.0708 0.1659
C 0.4008 -0.7065 1.1104 0.0230
C -0.8261 -0.1398 1.1908 0.0316
C -0.3130 -0.4156 -0.9150 0.4453
H -1.4252 0.1868 2.0339 0.0016
H 1.1960 -0.7179 1.8508 0.0005
H -0.6905 -1.5041 -1.1886 0.0799



Entry 5:
68
Properties=species:S:1:pos:R:3:mulliken_charge:R:1 method="wB97M-V/def2-TZVPD" homo_lumo_gap_ev=7.379 lumo_energy_ev=-0.79 fmax_ev_per_a=0.35 homo_ev=-8.17 total_energy_ha=-6184.946815
Bi -0.2786 -0.1873 -0.6051 1.3605
As 5.3200 4.0850 1.2500 0.1701
Cl 2.0356 -4.5267 -1.4569 -0.1788
Cl 1.4360 -6.6367 0.8026 -0.1900
Cl -1.3790 -2.8342 3.4691 -0.1666
Cl -0.2937 -5.7967 3.2760 -0.1908
P 2.2981 0.5502 1.2998 -0.0592
O -0.6366 -1.1705 1.1912 -0.8269
O 0.8576 -1.8933 -0.9414 -1.0202
O -3.0849 -3.0531 -2.3023 -0.4888
N -1.9912 -1.1098 -1.4969 -0.9638
C 5.7666 3.6323 4.0289 -0.3381
C 0.0137 -4.6719 2.0057 0.1312
C 2.4226 -1.8891 2.7948 -0.1323
C 1.4455 1.1565 2.8047 0.8836
C 0.7864 -5.0436 0.9107 0.4520
C 3.8260 -1.6909 0.8561 -0.7295
C 6.2617 3.2378 -0.2332 0.3406
C -0.4722 2.2513 3.8000 -0.7663
C 2.0386 1.0965 4.0671 -0.0672
C 7.6431 3.4091 -0.3232 -0.4425
C 5.6046 2.5671 -1.2609 -0.1390
C 7.0021 1.8640 5.0894 -0.4265
C 4.3136 -2.9701 1.0706 -0.9982
C 6.1959 2.9907 5.1827 -0.6869
C 7.6902 2.2119 -2.4085 -0.4527
C -0.4806 -3.3705 2.0973 0.2490
C 6.3134 2.0563 -2.3421 -0.7074
C 8.3541 2.8939 -1.3970 -0.5319
C 3.8690 1.5054 1.4417 -0.3245
C 1.3808 1.5943 5.1814 -0.9201
C 3.8575 -3.7138 2.1520 -0.5006
C 7.3712 1.3838 3.8404 -0.6750
C 6.9314 2.0207 2.6857 0.1799
C 3.6629 3.0035 1.2439 -1.6733
C 0.1217 2.1664 5.0502 -0.5100
C 0.5759 -2.8230 -0.0016 0.5090
C 2.9094 -3.1739 3.0076 -0.8253
C 6.1229 3.1498 2.7703 -0.0167
C -2.5310 -2.1082 -1.8923 0.8031
C 1.0669 -4.1150 -0.0925 0.1319
C -0.2087 -2.4503 1.0997 0.3753
C 0.1913 1.7481 2.6894 -0.4027
C 2.8877 -1.1292 1.7254 0.9785
H 4.2220 -4.7208 2.3116 0.4442
H 9.4271 3.0293 -1.4476 0.3803
H 4.2861 1.2975 2.4269 0.0560
H 5.7874 1.5353 -3.1322 0.3893
H 7.2080 1.6173 1.7198 0.3426
H 1.8510 1.5356 6.1553 0.4204
H 4.1727 -1.1287 -0.0056 0.3830
H 5.9080 3.3749 6.1534 0.4287
H 4.5684 1.1013 0.7076 0.7404
H 8.1707 3.9483 0.4559 0.4011
H 7.3427 1.3634 5.9868 0.4005
H 1.6617 -1.4948 3.4573 0.4158
H 5.1455 4.5185 4.1102 0.3619
H -1.4468 2.7086 3.6907 0.4180
H 2.5319 -3.7571 3.8391 0.4361
H -0.3951 2.5460 5.9224 0.4032
H 3.0241 0.6606 4.1820 0.4653
H 7.9961 0.5031 3.7613 0.4013
H -0.2738 1.8429 1.7132 0.2184
H 8.2433 1.8089 -3.2469 0.3831
H 4.5291 2.4396 -1.2319 0.3137
H 3.0515 3.4112 2.0508 0.6344
H 5.0335 -3.3953 0.3830 0.4355
H 3.1319 3.2202 0.3136 0.5141



Entry 6:
88
Properties=species:S:1:pos:R:3:mulliken_charge:R:1 method="wB97M-V/def2-TZVPD" homo_lumo_gap_ev=9.394 lumo_energy_ev=-0.38 fmax_ev_per_a=4.78 homo_ev=-9.78 total_energy_ha=-2802.968211
Cs -6.6332 -5.3077 6.2133 0.8216
P -9.4847 -5.4940 2.9063 1.3033
F -9.3528 -3.8752 3.1843 -0.3865
F -8.1817 -5.6930 3.7102 -0.4195
F -8.6593 -5.3095 1.5039 -0.4493
F -10.8283 -5.2134 2.0309 -0.3954
F -10.3708 -5.4884 4.2829 -0.3329
F -9.6811 -7.1407 2.7184 -0.3972
O -7.5710 -7.7414 12.3804 -0.5104
O -6.2292 -6.4111 1.7923 -0.5428
O -10.3489 -4.8320 9.2792 -0.3441
O -12.4665 -3.1749 7.3352 -0.5125
O -8.1951 -7.5454 7.7671 -0.3090
O -6.7877 -8.0070 -0.5764 -0.5089
O -8.4834 0.1770 6.5141 -0.5008
O -6.7419 -2.4704 7.8966 -0.3952
O -8.8185 -10.6675 8.0382 -0.5297
O -4.9570 -8.5912 3.2119 -0.4403
O -3.4172 -8.4050 6.4780 -0.5707
O -4.3644 -4.3436 8.5965 -0.3515
O -0.9107 -6.2236 9.0444 -0.5305
O -7.5830 -1.7579 4.9563 -0.5169
O -9.0424 -5.3191 11.8909 -0.4385
O -0.7716 -6.7428 6.2157 -0.5451
C -11.6634 -4.9682 8.9030 -0.6456
C -1.0342 -5.4506 6.6792 0.1047
C -5.5522 -6.1736 0.4393 -0.6755
C -7.7093 -5.2759 12.3412 -0.1210
C -6.4830 -6.6081 -0.7033 -0.2925
C -7.9309 -9.9279 7.2712 -0.6060
C -4.6980 -3.0449 9.2071 -0.1072
C -6.8789 -6.4925 12.0393 -0.4920
C -0.4474 -5.3503 8.0943 -0.5056
C -7.3379 -8.6810 7.9729 -0.1925
C -11.8857 -4.4817 7.4038 -0.1935
C -8.8328 -1.9247 5.5831 0.1509
C -4.1134 -7.8696 5.3956 0.3775
C -5.3957 -2.0956 8.2527 -0.7521
C -3.8330 -8.3948 4.0058 -0.6730
C -9.4781 -0.5610 5.9172 -0.4628
H -8.6681 -2.4489 6.5245 -0.1658
H -6.3515 -8.4187 7.5904 0.2117
H -8.7726 -7.3105 8.4971 0.1341
H -11.9609 -6.0146 8.9717 0.3569
H -8.3482 -7.8918 11.8373 0.3264
H 0.1008 -6.8376 5.8264 0.2723
H -7.1863 -4.3749 12.0204 0.2462
H -8.3152 -9.7381 6.2690 0.3962
H -2.5845 -7.9276 6.4603 0.1785
H -12.3270 -4.4884 9.6224 0.3739
H -3.2663 -9.3257 3.9862 0.3856
H -9.1676 -11.3207 7.4273 0.3193
H -5.4214 -3.1962 10.0083 -0.0626
H -10.3089 -4.0688 9.8602 0.2267
H -4.8480 -1.7906 7.3610 0.3181
H 0.6222 -5.5524 8.1510 0.3851
H -5.8664 -6.3908 12.4299 0.3827
H -11.0107 -4.6564 6.7777 0.0394
H -9.5096 -2.5781 5.0325 0.3109
H -0.7174 -4.7092 5.9457 0.4018
H -9.1507 -5.8299 11.0852 0.2297
H -4.0029 -6.7870 5.4580 -0.0266
H -12.6967 -5.1233 7.0595 0.4012
H -6.7396 -6.4779 10.9583 0.1508
H -5.0339 -5.2187 0.3524 0.3672
H -3.9716 -2.6671 9.9266 0.4931
H -13.3621 -3.3167 7.0199 0.3176
H -6.6979 -8.1223 0.3724 0.3521
H -7.7671 -5.3270 13.4285 0.2509
H -7.1490 -1.0978 5.5018 0.3646
H -9.7126 -0.1036 4.9560 0.4010
H -7.3572 -8.9025 9.0400 0.2394
H -4.7427 -6.8828 0.2662 0.3587
H -7.0866 -5.9793 1.7869 0.4185
H -7.1163 -10.6509 7.2285 0.3668
H -7.2964 -5.8845 -0.6488 0.2136
H -5.1546 -8.1196 5.5995 0.2935
H -2.1201 -5.5073 6.7554 -0.1133
H -7.3440 -1.7432 8.0708 0.1537
H -5.6207 -1.1136 8.6688 0.4467
H -10.3349 -0.7417 6.5663 0.2238
H -3.1960 -7.6247 3.5706 0.2494
H -5.2667 -7.7573 2.8511 0.2386
H -0.5883 -4.3471 8.4967 0.2910
H -3.7744 -4.7863 9.2110 0.2036
H -0.7462 -7.1577 8.8955 0.3024
H -8.5055 1.0566 6.1303 0.3176
H -5.8963 -6.4478 -1.6079 0.3458



Entry 7:
46
Properties=species:S:1:pos:R:3:mulliken_charge:R:1 method="wB97M-V/def2-TZVPD" homo_lumo_gap_ev=9.193 lumo_energy_ev=0.22 fmax_ev_per_a=3.17 smiles="CC(C)NC(=O)[C@H](CCn1cnc(CC#N)c1)NC(=O)c1ccco1" homo_ev=-8.97 total_energy_ha=-1159.901134
O -0.3421 1.6858 -2.2757 -0.6751
O -1.0480 1.2734 2.2920 -0.6926
O 3.1014 1.6844 -1.4183 -0.3692
N -1.5510 -7.8010 -1.6400 -0.4587
N 0.6266 0.5788 -0.5793 -0.0718
N -0.3050 -3.5354 0.6886 0.2041
N 0.0249 -5.1776 2.0920 -0.6876
N -1.4234 2.6732 0.5746 -0.0972
C 3.7216 2.8439 -3.2596 -0.3700
C -2.4417 4.8479 0.4766 -1.4878
C 2.2732 2.6716 -3.2269 -0.3770
C -0.5754 -7.1708 0.6970 -0.1838
C -0.4889 -1.0527 0.9066 -1.1440
C 0.0965 -3.8808 1.9488 -0.1578
C 1.9608 1.9219 -2.1203 0.4223
C -0.6140 -4.6799 0.0150 -0.1334
C -1.6090 3.8807 1.3563 0.4739
C -0.1119 -2.2182 0.0219 -0.6157
C -1.0785 1.4302 1.0601 0.1216
C -0.2715 4.4532 1.8587 -1.3342
C 0.6831 1.3868 -1.7079 0.1494
C 4.1612 2.2738 -2.0959 -0.4427
C -0.3859 -5.6967 0.8995 -0.0599
C -0.6511 0.2946 0.1127 0.2793
C -1.1653 -7.4689 -0.6000 0.2470
H 0.4568 4.6750 1.0317 0.2389
H 5.1901 2.2322 -1.8441 0.4791
H 0.3898 -7.6592 0.7879 0.2288
H -2.1804 3.6328 2.2656 0.2120
H 0.9230 -2.1197 -0.2581 0.2158
H 0.4306 -3.1774 2.7207 0.3634
H -1.4155 -1.2822 1.3891 0.4509
H -0.9352 -4.7842 -1.0371 0.3765
H 0.2680 -0.9913 1.6778 0.4395
H -0.4554 5.3975 2.3650 0.4199
H -3.2843 4.3178 -0.0374 0.3642
H 1.4866 0.3188 -0.1163 0.3329
H -1.4872 0.1643 -0.5972 0.2875
H -1.4921 2.6973 -0.4515 0.3196
H -1.8374 5.3607 -0.2651 0.3526
H 0.1803 3.7731 2.6029 0.3460
H -2.8741 5.6254 1.0702 0.4433
H -0.6728 -2.1773 -0.9170 0.4182
H 4.3677 3.3120 -3.9960 0.3986
H -1.2343 -7.5317 1.5047 0.2385
H 1.5890 2.9977 -3.9724 0.5346



Entry 8:
61
Properties=species:S:1:pos:R:3:mulliken_charge:R:1 method="wB97M-V/def2-TZVPD" homo_lumo_gap_ev=8.125 lumo_energy_ev=-2.62 fmax_ev_per_a=0.47 charge=+1 homo_ev=-10.74 total_energy_ha=-1884.694513
Ag -0.1054 1.1186 -0.1024 0.0424
S -0.5951 -2.3079 -0.5621 0.0240
N 2.2965 1.9447 -0.0182 0.0903
N -0.0548 3.4308 -0.0563 0.1916
N -2.4070 2.0088 0.0035 0.2046
N 0.1177 -1.0593 0.1162 0.0615
C 3.2917 -0.2780 0.0554 -1.2520
C -2.4850 3.3432 -0.0095 0.4462
C -1.2042 4.1122 -0.0326 0.3953
C -3.5179 1.2770 0.0558 0.6550
C 0.7273 -3.3310 -1.2280 0.5799
C 1.6204 -3.9935 -0.4002 -0.2765
C -1.6414 -4.6689 0.4742 -0.4080
C 1.1151 4.0766 -0.0639 0.4785
C 1.1625 5.4694 -0.0457 -0.5828
C 2.3814 3.2788 -0.0895 0.6413
C 2.0343 -3.8858 -3.1557 -0.6397
C -1.9586 -3.5889 3.0226 -0.7497
C -1.2160 5.5043 -0.0207 -0.5244
C 0.9190 -3.2756 -2.6005 -0.4375
C -4.8774 3.2357 0.0656 -0.7515
C 2.9415 -4.5412 -2.3352 -0.4415
C 2.7307 -4.6015 -0.9630 -0.7451
C 4.6764 1.7952 -0.1057 -0.5829
C 3.4131 1.2145 -0.0280 0.7862
C -4.7812 1.8595 0.1002 -0.6285
C -0.0165 6.1860 -0.0287 -1.0153
C -2.3791 -4.8832 2.7530 -0.4154
C -1.2191 -3.3782 0.7569 0.5792
C -2.2216 -5.4213 1.4830 -0.6269
C 3.6138 3.9193 -0.1876 -0.5101
C -3.7170 3.9890 0.0083 -0.4681
C -3.3688 -0.2150 0.0466 -0.8300
C -1.3828 -2.8249 2.0173 -0.2757
C 4.7744 3.1678 -0.1931 -0.7605
H -5.6651 1.2398 0.1586 0.3819
H 2.5297 -0.6369 -0.6337 0.1821
H -2.5609 -6.4280 1.2783 0.4058
H -1.5072 -5.0892 -0.5156 0.4381
H -2.0857 -3.1682 4.0109 0.4024
H 0.8469 -1.3654 0.7520 0.0602
H 3.6921 4.9909 -0.2686 0.2760
H 0.0007 7.2673 -0.0182 0.4467
H 4.2416 -0.7541 -0.1790 0.4096
H -2.1392 6.0585 0.0004 0.2912
H -5.8420 3.7251 0.0844 0.4491
H 3.8168 -5.0075 -2.7675 0.4193
H -3.1817 -0.5630 -0.9722 0.2566
H -4.2739 -0.6979 0.4104 0.4009
H 0.2053 -2.7521 -3.2255 0.4096
H 2.1925 -3.8480 -4.2250 0.4167
H -2.8345 -5.4740 3.5368 0.4031
H -3.7999 5.0632 -0.0223 0.3074
H 1.4541 -4.0422 0.6705 0.4439
H 5.7383 3.6522 -0.2730 0.4481
H 3.4333 -5.1289 -0.3313 0.4134
H 2.0997 5.9997 -0.0387 0.2815
H -2.5245 -0.5163 0.6658 -0.1467
H 5.5586 1.1704 -0.1039 0.3633
H -1.0696 -1.8067 2.2035 0.3600
H 3.0077 -0.5664 1.0708 0.2259